[1]
Entry from OMol25: C12H17AlFN4S as an isolated structure (ωB97M-V/def2-TZVPD).

The geometry in ORCA input format:
```
! RIJCOSX wB97M-V def2-TZVPD def2/J DEFGRID3
* xyz -1 1
Al 0.345 -1.387 -1.332
N -2.590 -2.028 -4.423
C -1.672 -1.603 -3.442
S -1.087 -2.871 -2.349
N -1.358 -0.368 -3.389
N -0.472 -0.034 -2.365
C -0.437 1.287 -2.024
C 0.235 1.692 -0.916
C 0.563 3.044 -0.514
C 1.671 3.265 0.219
C 2.527 2.139 0.583
C 2.069 0.883 0.423
N 0.827 0.632 -0.129
H -2.408 -2.968 -4.735
H -2.638 -1.371 -5.188
H -0.981 1.984 -2.653
H -0.076 3.860 -0.838
H 1.947 4.268 0.524
H 3.519 2.305 0.983
H 2.640 0.012 0.724
F 1.934 -1.926 -1.513
C -0.748 0.576 2.542
C -0.178 -0.689 1.890
C -1.156 -1.853 2.077
C 1.135 -1.052 2.591
C -0.067 -0.480 0.378
H -0.784 0.481 3.634
H -1.761 0.775 2.180
H -0.124 1.441 2.294
H -1.415 -1.979 3.134
H -0.710 -2.782 1.712
H -2.076 -1.686 1.509
H 0.921 -1.413 3.603
H 1.800 -0.190 2.678
H 1.663 -1.845 2.052
H -1.056 -0.119 0.083
*
```

Summary:
gap between HOMO and LUMO	5.8	eV
total energy	-38834.789	eV


[2]
Entry from OMol25: C12H17BN6O2Pt as an isolated structure in a non-equilibrium geometry (ωB97M-V/def2-TZVPD).

The geometry in ORCA input format:
```
! RIJCOSX wB97M-V def2-TZVPD def2/J DEFGRID3
* xyz 4 5
C -0.553 0.756 2.824
N -0.452 1.016 1.504
N -0.757 2.332 1.276
C -1.126 2.887 2.444
C -0.992 1.933 3.444
B -0.762 2.934 -0.163
N 0.599 2.600 -0.863
N 1.083 1.317 -0.866
C 2.236 1.271 -1.563
C 2.474 2.545 -2.058
C 1.420 3.348 -1.619
Pt 0.134 -0.234 -0.057
N -1.767 1.991 -0.893
N -1.567 0.636 -0.849
C -2.555 0.024 -1.519
C -3.406 1.014 -2.008
C -2.893 2.228 -1.581
H -2.607 -1.049 -1.594
H -3.232 3.244 -1.684
H -4.295 0.870 -2.584
H -1.031 4.101 -0.176
H 1.189 4.397 -1.693
H -1.403 3.927 2.443
H 3.335 2.864 -2.615
H -1.156 2.088 4.494
H 2.756 0.335 -1.689
H -0.321 -0.214 3.250
H 1.206 -1.884 -1.921
C 2.035 -2.041 -1.212
H 2.990 -1.791 -1.691
H 1.935 -1.414 -0.289
H 2.070 -3.090 -0.892
C -0.351 -3.892 1.693
O 0.087 -2.725 0.982
C -0.801 -1.698 0.770
O -1.983 -1.779 1.077
H -0.610 -4.651 0.953
H -1.204 -3.674 2.335
H 0.526 -4.195 2.267
*
```

Summary:
⟨S²⟩	6.046
gap between HOMO and LUMO (alpha / beta)	7.6 / 4.5	eV
total energy	-29625.302	eV


The calculation returns the following M values, one per record and in order: 295.34 483.20 g mol⁻¹.
The calculation returns the following ΔE to the lowest compared entry with this formula, charge and spin values, one per record and in order: 0.0 0.0 kcal/mol.